Entry 1:
Formula: BF6H3IO2P2
Source: OMol25
Level of theory: wB97M-V/def2-TZVPD

Geometry as XYZ:
```
15
Properties=species:S:1:pos:R:3:lowdin_charge:R:1
I -3.80702 0.16695 3.08890 0.2879
P 1.60149 -0.95118 -1.84159 0.3513
P -2.65126 0.11390 0.93336 0.4424
F 2.23012 -2.42842 -1.56167 -0.1811
F 1.14139 0.59733 -1.40931 -0.2201
F 2.17510 -1.08377 -3.37565 -0.1983
F 0.67548 -1.36819 -0.46505 -0.2418
F 0.15618 -1.01162 -2.61260 -0.1957
F 3.08509 -0.35577 -1.46992 -0.1965
O -0.85945 2.12121 2.08941 0.0731
O 0.09160 -0.03356 1.81393 0.1006
B -0.94740 0.81875 1.68270 -1.0343
H 0.30073 -0.50741 0.98296 0.0556
H -3.09808 1.35588 0.43351 -0.1476
H -0.09399 2.56589 1.71103 0.1046
```

Results
Molecular weight = 348.67 Da
HOMO = -6.20 eV
Kohn-Sham gap = 8.40 eV
E_LUMO = 2.21 eV
E_tot = -47813.48663 eV
Charge = -1

Entry 2:
Formula: C39H51AsF7N5O4P2PbS4
Source: OMol25
Level of theory: wB97M-V/def2-TZVPD

Geometry as XYZ:
```
114
Properties=species:S:1:pos:R:3:lowdin_spin:R:1
Pb 0.78795 1.11738 -0.39006 0.0003
As 1.49020 -2.48053 4.18708 0.0559
S -0.76915 -0.47359 3.47519 0.3932
S 0.99738 -0.68106 2.55577 0.2435
S 3.21974 -2.04303 5.11770 0.0102
S -0.38990 -1.25089 5.28351 0.2694
P -2.08638 2.97431 1.96055 0.0005
P 3.80746 2.21327 -0.53357 0.0000
F -1.37376 4.36477 1.56421 0.0000
F -3.49728 3.69905 2.13364 0.0000
F -1.72563 3.17956 3.50366 0.0010
F -0.63616 2.19849 1.74022 0.0018
F -5.05242 -1.18138 2.75240 0.0003
F -2.40009 2.69363 0.38600 0.0000
F -2.76147 1.52669 2.31819 0.0010
O 1.49920 -1.03489 -0.90938 0.0007
O 1.41633 -2.75855 -2.33211 0.0001
O -1.30578 -0.35370 -0.37271 -0.0001
O 0.28840 3.45474 -1.23970 0.0000
N -5.40395 -3.98676 2.91284 -0.0001
N -7.17501 -5.65783 3.48219 0.0000
N -1.65515 -4.40587 -0.12701 0.0000
N 0.19975 0.99081 -2.88771 0.0001
N -1.61236 3.75810 -2.37924 0.0000
C 4.75693 0.30829 -2.21412 0.0000
C 4.02334 3.04373 1.13836 0.0005
C 3.07598 3.43918 -2.89159 0.0000
C 1.10128 0.38723 -3.66885 0.0000
C -2.89125 -6.51982 -0.78566 0.0000
C -2.54329 -3.61412 0.58555 0.0002
C 4.87532 4.57185 -1.79858 0.0000
C 6.55585 1.73697 -1.23850 0.0000
C 0.03680 1.17823 -5.64084 0.0000
C 3.95616 3.52089 -1.81223 0.0000
C 4.90734 5.50664 -2.82181 0.0000
C -3.56247 -4.17289 1.36615 0.0009
C 3.11335 4.36322 -3.92635 0.0000
C -0.55570 5.68192 -1.32042 0.0000
C -0.59001 4.21927 -1.63842 0.0000
C 3.13051 4.29602 1.10706 0.0000
C -5.85698 -6.02749 4.11484 0.0000
C 0.94436 -2.06169 -1.44694 0.0001
C -3.29219 -1.40803 1.22777 0.0044
C -0.37063 -2.48667 -0.82125 0.0007
C 3.42573 2.08583 2.17938 0.0043
C -1.82190 2.32713 -2.54474 0.0000
C -7.59646 -4.27842 3.89493 0.0000
C -4.41574 -3.36506 2.09575 -0.0002
C -6.62996 -3.27128 3.24700 0.0000
C 4.02790 5.40386 -3.89109 0.0000
C -0.90799 1.78729 -4.83117 0.0000
C -4.94731 -4.79293 4.03485 0.0000
C -0.60671 -3.82402 -0.75776 0.0004
C 5.21881 1.05304 -0.95445 0.0000
C -0.80037 1.67820 -3.45279 0.0000
C 5.37501 0.02825 0.17469 0.0000
C -2.41292 -2.22336 0.51639 0.0029
C 1.06029 0.45907 -5.04969 0.0000
C -4.25503 -1.97690 2.00986 0.0020
C -1.32575 -1.59110 -0.25086 0.0003
C -1.49547 -6.62356 -1.32698 0.0000
C 5.43772 3.42214 1.57898 0.0001
C -1.75184 -5.84435 -0.07672 0.0000
H 2.42126 4.27111 -4.75432 0.0000
H 4.42147 -0.45428 0.40688 0.0000
H -3.69800 -5.24506 1.40235 0.0001
H -1.73108 2.34506 -5.25903 0.0000
H 6.47997 2.41982 -2.08483 0.0000
H -6.05717 -6.34400 5.13630 0.0000
H -3.33238 -7.39044 -0.31988 0.0000
H -1.41157 -6.27471 0.85861 0.0000
H 2.33958 2.64545 -2.91637 0.0000
H 0.09165 -4.49618 -1.23801 0.0000
H 2.36016 1.92982 2.00282 0.0042
H -5.46178 -6.86706 3.54651 0.0000
H -7.05483 -2.86049 2.33214 0.0000
H 0.45816 6.04824 -1.47134 0.0000
H 5.57986 4.66563 -0.98570 0.0000
H -3.57412 -5.87618 -1.32388 0.0000
H 5.62564 6.31565 -2.78657 0.0000
H 4.05832 6.13259 -4.69057 0.0000
H -3.17146 -0.33280 1.20112 0.0004
H 5.53415 -0.39822 -2.51746 0.0000
H 5.38292 3.94074 2.53982 0.0000
H -0.03492 1.25315 -6.71813 0.0000
H -4.98003 -4.22745 4.97439 0.0000
H -7.03496 -5.64949 2.46994 0.0000
H -1.27546 -6.06904 -2.22829 0.0000
H 7.30240 0.97835 -1.48906 0.0000
H 3.52272 2.52950 3.17322 0.0000
H -2.81446 2.19784 -2.97280 0.0000
H 3.92041 1.11418 2.19781 0.0007
H 1.81366 -0.04689 -5.63678 0.0000
H -3.91810 -5.10388 3.87923 0.0000
H -7.89005 -6.34808 3.70624 0.0000
H -8.62753 -4.12008 3.58972 0.0000
H -6.48484 -2.44634 3.94713 0.0000
H 6.92528 2.29462 -0.37880 0.0000
H -0.80923 5.78916 -0.26343 0.0000
H 3.55969 5.08795 0.49424 0.0000
H -0.96587 -7.55874 -1.22197 0.0000
H -2.38997 4.37206 -2.54834 0.0000
H 3.01618 4.67417 2.12591 0.0000
H 6.07211 2.54635 1.71739 0.0000
H 1.86820 -0.18433 -3.15903 0.0000
H -1.82758 1.83134 -1.57298 0.0000
H 6.07078 -0.75177 -0.14507 0.0000
H -1.25312 6.26072 -1.92312 0.0000
H -7.54603 -4.25646 4.98181 0.0000
H 2.13018 4.07382 0.72241 0.0000
H 3.83944 -0.25518 -2.02689 0.0000
H 5.77371 0.47374 1.08598 0.0000
H 5.93105 4.09018 0.87611 0.0000
H 4.59100 0.99664 -3.04686 0.0000
```

Results
Molecular weight = 1259.19 Da
Expectation value of S² = 0.7566
HOMO (alpha / beta) = -9.58 / -9.61 eV
Kohn-Sham gap (alpha / beta) = 6.42 / 5.92 eV
E_LUMO (alpha / beta) = -3.16 / -3.69 eV
E_tot = -203941.81784 eV
Charge = +1
2S+1 = 2

Entry 3:
Formula: C4H10O2
Source: OMol25
Level of theory: wB97M-V/def2-TZVPD

Geometry as XYZ:
```
16
Properties=species:S:1:pos:R:3:lowdin_charge:R:1
O 0.69075 1.20771 -0.84996 -0.0362
O -1.22510 0.41943 0.54785 -0.2340
C -0.20772 -0.66468 0.23118 -0.1032
C 1.04974 0.17516 0.03499 -0.4628
C -2.59281 0.16475 0.19394 -0.0965
C 2.34462 -0.52179 -0.35121 -0.0382
H 1.19107 0.56882 1.04806 0.1387
H 2.28458 -0.97000 -1.34493 0.0816
H 0.02770 -1.44215 1.00004 0.1338
H -0.19891 1.39867 -0.49404 0.0735
H -3.18539 1.09697 0.11111 0.0938
H -3.06396 -0.45540 0.96061 0.0812
H -0.60128 -1.17577 -0.65101 0.1195
H 2.60800 -1.28958 0.38916 0.0820
H -2.66904 -0.36052 -0.76695 0.0832
H 3.15042 0.22144 -0.35181 0.0838
```

Results
Molecular weight = 90.12 Da
HOMO = -9.83 eV
Kohn-Sham gap = 10.82 eV
E_LUMO = 0.99 eV
Structure (SMILES) = COC[C@@H](C)O
E_tot = -8403.99133 eV

Entry 4:
Formula: C3H2BiFO
Source: OMol25
Level of theory: wB97M-V/def2-TZVPD

Geometry as XYZ:
```
8
Properties=species:S:1:pos:R:3:lowdin_charge:R:1
Bi 3.13545 0.19892 -0.17294 1.8316
F -2.15679 0.26484 -0.60946 0.1874
O 0.25172 1.35183 -0.01053 0.0625
C -1.05094 0.14388 0.16144 -0.0315
C 0.98678 0.27522 -0.34250 -0.5388
C 0.00567 -0.73516 -0.23794 0.1257
H -1.31431 0.28932 1.21499 0.2017
H 0.14241 -1.78884 -0.00306 0.1614
```

Results
Molecular weight = 282.03 Da
HOMO (alpha / beta) = -19.50 / -20.88 eV
Kohn-Sham gap (alpha / beta) = 6.30 / 7.80 eV
E_LUMO (alpha / beta) = -13.20 / -13.08 eV
E_tot = -13722.01114 eV
Charge = +2